The following is a DFT calculation (wB97M-V/def2-TZVPD) of a 9-piece molecular cluster, C66H74BIN2O25P3 overall at a distorted geometry.

Each line ends with the Löwdin charge.
Positions of all 172 atoms, in Å:
C1 -0.79500 1.32965 5.15367  -0.130
C2 -0.10522 0.69046 3.86479  -0.333
O1 -1.00323 0.23210 2.84886  -0.407
P1 -1.26824 1.36807 1.57478  0.416
C3 -1.66775 2.59068 0.16027  -0.288
C4 -0.42714 3.26649 -0.57234  -0.248
C5 -0.43108 2.83442 -2.13403  -0.203
C6 1.06769 2.71449 -2.64516  -0.189
N1 1.23208 2.35250 -4.09097  -0.120
C7 0.01124 1.77118 -4.69634  -0.134
C8 2.27762 1.31617 -4.21784  -0.407
C9 3.82450 1.68272 -4.03801  -0.017
O2 2.03297 0.12553 -4.49565  0.022
P2 0.45552 0.33011 0.57827  0.799
P3 2.36871 1.18880 1.15268  0.409
O3 3.03851 0.21722 2.16113  -0.429
O4 2.29707 2.72606 1.84648  -0.250
O5 3.37251 1.14750 -0.25511  -0.282
O6 -2.68804 1.94934 2.41897  -0.372
C10 -3.81686 1.05005 2.21604  -0.630
I1 -4.16411 0.35176 4.28089  1.053
C11 -5.01033 2.08631 2.00290  -0.198
C12 -6.47513 1.52849 2.37611  -0.348
N2 -7.06845 2.16197 3.58874  -0.054
C13 -3.53037 -0.08150 1.06582  -0.324
C14 -3.49592 -1.57217 1.62277  -0.116
C15 -3.43209 -2.72631 0.54603  -0.364
C16 -2.27690 -2.60890 -0.53584  -0.046
O7 -3.14138 -3.95435 1.31143  -0.098
B1 -4.63410 -0.05828 -0.13793  -0.384
O8 -5.88414 -0.72349 0.14538  0.077
C17 -4.43593 0.58892 -1.60405  -0.128
C18 -5.05577 2.07867 -1.71462  -0.109
O9 -2.19798 0.23320 0.63020  -0.359
H1 -1.45328 0.57183 5.70006  0.022
H2 -1.34353 2.29617 4.94371  0.067
H3 0.04762 1.57322 5.88746  0.073
H4 0.69738 1.41316 3.52994  0.075
H5 0.45415 -0.23802 4.24103  0.128
H6 -0.51245 2.46776 2.11871  0.051
H7 -2.32331 2.07944 -0.60485  0.051
H8 -2.29844 3.44015 0.60123  0.093
H9 -0.62004 4.39862 -0.59434  0.104
H10 0.57844 3.12648 -0.07819  0.061
H11 -1.07344 3.52653 -2.76376  0.117
H12 -0.87386 1.77754 -2.12456  0.082
H13 1.53533 3.75610 -2.51603  0.131
H14 1.67639 2.00928 -2.00348  0.083
H15 -0.83845 2.52365 -4.82496  0.086
H16 -0.44131 0.91744 -4.07732  0.095
H17 0.18235 1.31197 -5.72977  0.097
H18 4.49217 1.01346 -4.65007  0.071
H19 4.01440 2.75194 -4.38277  0.089
H20 4.15475 1.56430 -2.95072  0.074
H21 0.39186 0.53015 -0.85594  -0.094
H22 2.88628 2.67453 2.64576  0.010
H23 3.08001 0.31548 -0.69378  0.038
H24 -4.99263 2.60870 0.98244  0.105
H25 -4.82400 2.93379 2.75172  0.116
H26 -7.14199 1.83702 1.48766  0.102
H27 -6.52551 0.38843 2.37979  0.089
H28 -7.59903 2.97530 3.25902  0.058
H29 -7.79022 1.52509 3.96672  0.063
H30 -2.66632 -1.69138 2.39412  0.126
H31 -4.48095 -1.73470 2.19025  0.098
H32 -4.43573 -2.95755 0.03997  0.137
H33 -2.14054 -3.57055 -1.14579  0.086
H34 -2.62967 -1.83102 -1.30611  0.082
H35 -1.30052 -2.20680 -0.12512  0.075
H36 -2.65818 -4.53542 0.69569  0.067
H37 -6.53885 -0.45158 -0.52444  0.099
H38 -5.07092 -0.04251 -2.32554  0.098
H39 -3.34592 0.60360 -1.92267  0.096
H40 -4.28305 2.88541 -1.46425  0.076
H41 -5.90621 2.22021 -0.95835  0.064
H42 -5.47940 2.31057 -2.73668  0.067
C19 8.26412 2.66243 -4.26481  0.025
C20 9.02001 3.69966 -3.90638  0.031
C21 8.83093 4.37111 -2.60179  -0.389
O10 9.51892 5.31907 -2.27460  0.099
C22 7.77290 3.84601 -1.71129  0.025
C23 7.01693 2.80798 -2.07058  0.039
C24 7.20709 2.13801 -3.37492  -0.366
O11 6.51949 1.18981 -3.70280  0.071
H43 8.38741 2.16072 -5.21467  0.089
H44 9.79900 4.09546 -4.54611  0.124
H45 7.64904 4.34883 -0.76044  0.120
H46 6.23713 2.41059 -1.43112  0.123
C25 -2.97676 -0.61305 -7.69479  0.024
C26 -3.27197 0.10190 -6.60906  0.014
C27 -3.59747 1.54036 -6.70433  -0.386
O12 -3.86499 2.19267 -5.71357  0.099
C28 -3.58442 2.15707 -8.04877  0.020
C29 -3.28939 1.44224 -9.13434  0.016
C30 -2.96390 0.00186 -9.03934  -0.390
O13 -2.69669 -0.65090 -10.03081  0.094
H47 -2.73550 -1.66724 -7.64358  0.125
H48 -3.28683 -0.33205 -5.61864  0.104
H49 -3.82544 3.21164 -8.09886  0.120
H50 -3.27441 1.87690 -10.12616  0.119
C31 6.73397 -4.07461 0.13666  0.014
C32 6.56232 -2.94222 -0.54534  0.019
C33 5.89367 -1.77367 0.06771  -0.378
O14 5.73294 -0.73920 -0.54771  0.100
C34 5.42471 -1.90762 1.46098  0.033
C35 5.59605 -3.04024 2.14414  0.024
C36 6.26453 -4.20916 1.53421  -0.394
O15 6.42434 -5.24378 2.15579  0.087
H51 7.22043 -4.94075 -0.29458  0.117
H52 6.90008 -2.82563 -1.56787  0.118
H53 4.93648 -1.03834 1.89025  0.093
H54 5.25726 -3.15540 3.16608  0.123
C37 -2.95392 -1.04053 10.25108  0.022
C38 -4.12780 -1.36864 10.78984  0.011
C39 -5.34506 -1.49234 9.95871  -0.410
O16 -6.41821 -1.79112 10.45227  0.082
C40 -5.20962 -1.24007 8.50929  0.011
C41 -4.03594 -0.91201 7.96936  0.008
C42 -2.81847 -0.78798 8.79926  -0.375
O17 -1.74698 -0.49128 8.31036  0.115
H55 -2.05268 -0.94472 10.84385  0.120
H56 -4.24470 -1.55775 11.84993  0.117
H57 -6.11042 -1.33622 7.91656  0.128
H58 -3.92097 -0.72417 6.90871  0.025
C43 8.97904 -1.51320 -8.89343  0.020
C44 9.73525 -0.47590 -8.53459  0.019
C45 9.54650 0.19544 -7.23057  -0.383
O18 10.23514 1.14410 -6.90275  0.096
C46 8.48913 -0.32820 -6.34033  0.023
C47 7.73226 -1.36554 -6.69840  0.038
C48 7.92062 -2.03751 -8.00242  -0.386
O19 7.23347 -2.98453 -8.33016  0.109
H59 9.10246 -2.01653 -9.84414  0.121
H60 10.51446 -0.07996 -9.17399  0.120
H61 8.36593 0.17382 -5.39055  0.091
H62 6.95309 -1.76064 -6.05834  0.129
C49 -4.48571 -6.24385 9.43747  0.022
C50 -4.62138 -5.07749 8.80657  0.033
C51 -4.08622 -4.87689 7.44191  -0.371
O20 -4.20723 -3.81436 6.86661  0.120
C52 -3.39700 -6.01980 6.80460  0.031
C53 -3.26159 -7.18622 7.43612  0.018
C54 -3.79639 -7.38678 8.80002  -0.392
O21 -3.67503 -8.45135 9.37618  0.094
H63 -4.87028 -6.40841 10.43624  0.121
H64 -5.12405 -4.23115 9.25855  0.110
H65 -3.01249 -5.85509 5.80569  0.128
H66 -2.75940 -8.03269 6.98470  0.121
C55 6.23959 2.35863 4.52431  0.036
C56 7.44285 2.92953 4.46779  0.021
C57 7.61951 4.29484 3.92775  -0.391
O22 8.71712 4.81557 3.87414  0.100
C58 6.41027 5.00275 3.45433  0.022
C59 5.20710 4.43177 3.51073  0.034
C60 5.03158 3.06658 4.05115  -0.354
O23 3.93436 2.54450 4.10531  0.095
H67 6.09121 1.35999 4.91548  0.128
H68 8.33799 2.42578 4.81043  0.121
H69 6.55793 6.00137 3.06282  0.122
H70 4.31135 4.93515 3.16775  0.128
C61 -6.93802 -2.19241 -5.83122  0.026
C62 -8.18368 -2.53841 -5.50677  0.021
C63 -8.49050 -3.16685 -4.20324  -0.389
O24 -9.62627 -3.48424 -3.90798  0.104
C64 -7.36296 -3.39486 -3.27358  0.027
C65 -6.11698 -3.04881 -3.59821  0.027
C66 -5.81082 -2.42073 -4.90156  -0.371
O25 -4.67522 -2.10293 -5.19693  0.095
H71 -6.69485 -1.73210 -6.78084  0.122
H72 -9.02063 -2.37792 -6.17489  0.121
H73 -7.60577 -3.85482 -2.32386  0.125
H74 -5.27956 -3.20895 -2.92979  0.122

Force components x, y, z for each atom (eV/Å):
C 0.557 -0.289 0.308
C 0.395 -0.698 1.817
O 0.779 1.062 0.141
P -1.368 1.876 -0.575
C 0.144 1.532 -0.817
C -1.137 1.197 -1.288
C 0.886 -1.324 1.151
C 0.168 1.843 0.602
N 0.547 -2.548 -0.700
C -1.942 -0.824 -0.547
C 0.872 -1.740 -0.310
C -0.709 0.859 0.224
O 0.152 2.995 0.417
P 0.575 -0.967 -0.873
P 2.350 -1.748 1.712
O -1.297 2.410 -1.892
O 0.848 -1.978 -1.283
O -1.816 0.428 1.349
O -1.441 -2.623 -1.585
C 0.396 2.856 0.218
I -0.201 -0.609 0.020
C -0.747 0.113 1.027
C -0.402 0.199 -2.226
N -0.486 -0.547 -0.377
C 0.811 -0.521 0.919
C -1.245 -0.200 0.711
C 1.043 -1.068 -0.079
C -0.879 1.217 -0.871
O 0.018 0.375 -0.570
B -0.899 -0.182 0.209
O 1.506 1.520 -0.664
C -0.638 0.452 -0.514
C -0.013 0.379 0.628
O -0.992 -0.831 0.746
H 0.760 1.170 -0.958
H 0.418 -1.237 0.102
H -0.936 -0.247 -0.951
H -0.975 -0.732 -0.117
H -0.692 1.216 -0.618
H 0.183 -0.708 0.527
H 0.814 0.677 0.744
H 0.857 -1.213 -0.368
H 0.513 -1.422 0.216
H -1.144 -0.102 -0.482
H 0.872 -0.864 0.795
H 0.397 1.553 -0.334
H -0.498 -1.402 -0.034
H -0.959 0.750 -0.482
H 1.415 -0.674 0.320
H 0.735 1.074 -0.791
H 0.213 0.837 1.469
H -1.240 0.503 0.641
H -0.278 -1.223 0.638
H -0.650 0.234 -1.424
H 0.249 0.487 0.708
H -0.542 -0.022 -0.462
H 0.429 0.616 0.297
H 0.149 -1.144 1.188
H -0.083 -1.274 -0.992
H 0.856 -0.630 0.913
H 0.261 1.643 0.339
H 0.320 -0.278 0.299
H 0.669 0.434 -0.195
H -0.846 0.213 -1.259
H 1.337 0.117 -0.740
H 1.266 0.901 0.559
H -0.163 1.126 1.071
H 0.626 -0.944 0.937
H -1.184 -0.725 -0.283
H -0.337 0.367 0.498
H 0.394 -0.355 0.296
H 1.129 0.651 0.757
H -1.378 -0.114 0.255
H -0.987 -1.234 -0.337
H 1.040 -0.233 -1.069
H 0.618 -0.410 1.053
C 0.169 0.241 -0.060
C -0.038 -0.193 -0.224
C 0.157 0.272 0.175
O -0.103 -0.160 -0.088
C -0.180 -0.188 0.004
C -0.047 0.158 0.278
C -0.179 -0.214 0.011
O 0.630 0.067 0.032
H 0.049 0.138 -0.009
H 0.003 0.004 0.026
H 0.028 0.020 -0.015
H -0.020 -0.070 -0.022
C -0.040 0.061 0.211
C 0.164 -0.170 -0.068
C -0.015 0.124 0.364
O 0.004 -0.066 -0.218
C 0.021 0.039 -0.334
C -0.084 0.283 0.106
C 0.116 -0.294 -0.180
O -0.077 0.159 0.123
H -0.008 0.010 -0.009
H 0.013 0.058 -0.037
H 0.003 -0.003 0.043
H 0.017 -0.044 -0.007
C 0.058 0.150 -0.273
C 0.137 -0.323 -0.060
C -0.140 0.276 -0.040
O 0.209 -0.169 -0.103
C -0.043 0.015 0.462
C 0.009 0.162 -0.124
C -0.100 -0.201 0.327
O 0.045 0.131 -0.171
H -0.011 -0.021 0.040
H -0.028 0.031 0.000
H -0.180 0.022 -0.086
H -0.005 -0.025 -0.022
C -0.134 -0.098 0.314
C 0.287 0.030 0.091
C -0.306 0.032 -0.107
O 0.184 -0.042 0.016
C 0.149 0.145 -0.094
C -0.302 0.026 -0.010
C 0.274 0.111 -0.346
O -0.172 -0.082 0.206
H 0.020 0.011 -0.038
H -0.043 -0.001 -0.010
H 0.013 -0.024 0.009
H 0.070 -0.060 0.032
C 0.248 0.203 -0.090
C -0.037 -0.199 -0.227
C 0.140 0.212 0.116
O -0.130 -0.125 -0.062
C -0.151 -0.217 0.032
C 0.048 0.191 0.218
C -0.272 -0.295 -0.050
O 0.171 0.174 0.030
H -0.036 -0.024 0.018
H 0.000 0.028 0.036
H -0.057 -0.129 0.007
H -0.010 0.005 -0.027
C -0.105 0.285 0.020
C -0.047 -0.158 0.275
C -0.014 0.364 -0.251
O -0.006 -0.286 0.125
C 0.146 -0.319 -0.047
C 0.028 0.179 -0.214
C 0.057 -0.321 0.125
O -0.031 0.185 -0.079
H 0.015 -0.038 -0.008
H -0.022 -0.004 -0.029
H -0.024 0.066 0.006
H -0.014 -0.012 0.042
C 0.255 -0.075 0.156
C -0.186 -0.213 0.060
C 0.349 0.147 -0.019
O -0.206 -0.091 0.017
C -0.290 0.016 -0.050
C 0.138 0.233 -0.157
C -0.211 -0.092 0.003
O 0.285 0.093 0.077
H -0.067 0.007 -0.037
H 0.012 0.036 -0.029
H 0.039 -0.009 0.015
H -0.021 -0.045 -0.002
C -0.288 0.000 -0.112
C 0.193 0.131 -0.220
C -0.340 -0.117 0.144
O 0.207 0.068 -0.087
C 0.270 0.015 0.079
C -0.142 -0.102 0.231
C 0.317 0.063 0.014
O -0.274 -0.191 0.052
H 0.044 0.003 0.017
H -0.018 -0.018 0.040
H -0.028 0.008 -0.011
H 0.024 0.038 -0.019

Results
Total charge: -1
Kohn-Sham gap (eV): 5.029
Spin multiplicity: 1
Energy (eV): -160445.4248